Computed, not measured: a molecular structure, C3H9NOS at a distorted geometry, with wB97M-V/def2-TZVPD.

CARTESIAN COORDINATES (ANGSTROEM)
C: -1.706 -0.467 -0.122
C: 1.837 0.638 0.062
C: -0.951 0.820 0.138
N: 0.857 -2.104 1.105
O: 0.703 0.911 2.422
S: 0.468 0.211 1.181
H: -2.018 -0.380 -1.217
H: -0.987 -1.392 -0.246
H: -2.623 -0.759 0.535
H: 1.963 -0.183 -0.720
H: 1.503 1.567 -0.428
H: 2.801 0.776 0.656
H: -1.530 1.533 0.636
H: -0.873 1.286 -0.857
H: 0.455 -2.277 2.096

Orbital gap (spin up / spin down) ... 8.36 / 8.39 eV
Energy relative to the best compared isomer or geometry (same formula, charge and spin) ... 151.5 kcal/mol
Charge ... 0
HOMO energy (spin up / spin down) ... -8.8 / -8.6 eV
E_tot ... -647.65661 Eh

=====

Computed, not measured: a molecular structure, C4H14B3BeBrNO3 at a distorted geometry, with wB97M-V/def2-TZVPD.

CARTESIAN COORDINATES (ANGSTROEM)
C: 3.377 -0.207 -0.002
C: 2.265 0.859 0.120
B: 0.958 0.332 0.892
O: 0.783 0.387 2.273
B: -0.318 -0.311 -0.063
Br: 0.448 -1.279 -1.663
C: -1.186 -1.395 0.761
C: -2.513 -1.864 0.039
O: -3.640 -1.138 0.491
B: -1.145 1.088 -0.582
N: -2.275 1.636 0.176
O: -0.742 1.785 -1.748
H: 3.841 -0.336 0.989
H: 4.129 0.190 -0.777
H: 3.008 -1.180 -0.367
H: 2.688 1.759 0.606
H: 1.929 1.134 -0.901
H: 0.364 1.239 2.445
H: -0.558 -2.307 0.862
H: -1.453 -1.087 1.785
H: -2.685 -2.908 0.354
H: -2.472 -1.814 -1.061
H: -3.804 -0.483 -0.182
H: -2.750 2.286 -0.450
H: -1.888 2.212 0.924
H: -0.730 1.220 -2.523
Be: 4.372 0.182 -2.400

Orbital gap ... 2.30 eV
Charge ... +1
HOMO energy ... -10.6 eV
E_tot ... -3104.22628 Eh

=====

Computed, not measured: a molecular structure, C4H6N2O2 at a distorted geometry, with wB97M-V/def2-TZVPD.

CARTESIAN COORDINATES (ANGSTROEM)
C: 0.086 -1.579 0.009
C: -1.275 1.255 -0.332
C: 1.444 -1.678 0.622
C: -0.003 2.037 -0.199
N: -0.935 -2.171 -0.290
N: -0.970 -0.057 -0.485
O: -2.418 1.648 -0.238
O: -1.820 -1.229 -0.633
H: 1.439 -0.750 1.179
H: 1.618 -2.545 1.118
H: 1.993 -1.703 -0.253
H: -0.046 2.627 0.763
H: 0.092 2.798 -0.968
H: 0.796 1.348 -0.292

Orbital gap ... 9.40 eV
Energy relative to the best compared isomer or geometry (same formula, charge and spin) ... 158.5 kcal/mol
Charge ... 0
HOMO energy ... -9.4 eV
E_tot ... -415.78811 Eh

=====

Computed, not measured: 2 unconnected molecules or ions with the total composition C5H10O at a distorted geometry, with wB97M-V/def2-TZVPD.

CARTESIAN COORDINATES (ANGSTROEM)
C: -0.933 -0.283 -1.585
C: -0.910 -0.641 0.645
C: 0.433 -0.167 1.158
C: 1.649 -0.416 0.283
C: -0.694 0.786 0.818
O: -0.649 1.462 -0.417
H: -0.129 0.161 -2.212
H: -1.888 0.158 -1.881
H: -0.885 -1.334 -1.523
H: -1.559 -1.237 1.319
H: 0.685 -0.188 2.228
H: 2.459 0.308 0.424
H: 2.052 -1.413 0.504
H: 1.375 -0.431 -0.773
H: -1.229 1.390 1.544
H: 0.223 1.846 -0.530

Orbital gap ... 8.82 eV
Energy relative to the best compared isomer or geometry (same formula, charge and spin) ... 129.2 kcal/mol
Charge ... 0
HOMO energy ... -8.2 eV
E_tot ... -271.54677 Eh

=====

Computed, not measured: 2 unconnected molecules or ions with the total composition C5H16N2O at a distorted geometry, with wB97M-V/def2-TZVPD.

CARTESIAN COORDINATES (ANGSTROEM)
C: -1.938 0.218 -1.996
C: -1.648 0.645 -0.569
C: -0.190 0.377 -0.154
C: 0.014 -1.104 0.233
N: 1.393 -1.484 0.318
C: 2.257 -1.496 -0.814
N: -3.330 -0.108 -2.137
H: -1.709 0.970 -2.755
H: -1.255 -0.615 -2.217
H: -1.866 1.693 -0.369
H: -2.260 0.053 0.122
H: 0.515 0.626 -0.940
H: 0.042 0.983 0.718
H: -0.449 -1.329 1.189
H: -0.429 -1.773 -0.514
H: 1.889 -1.436 1.206
H: 3.301 -1.546 -0.507
H: 2.147 -2.452 -1.321
H: 2.020 -0.751 -1.557
H: -3.566 -0.814 -1.444
H: -3.501 -0.574 -3.024
H: 3.735 2.631 4.520
H: 2.555 3.325 3.989
O: 2.784 2.489 4.411

Multiplicity ... 2
Orbital gap (spin up / spin down) ... 9.38 / 4.88 eV
Energy relative to the best compared isomer or geometry (same formula, charge and spin) ... 8.5 kcal/mol
Charge ... +1
HOMO energy (spin up / spin down) ... -12.5 / -12.5 eV
E_tot ... -384.52976 Eh

=====

Computed, not measured: ClOP in the gas phase at a distorted geometry, with wB97M-V/def2-TZVPD.

CARTESIAN COORDINATES (ANGSTROEM)
O: -0.929 0.314 0.002
P: 0.358 -0.853 -0.002
Cl: 1.878 0.269 0.001

Orbital gap ... 8.86 eV
Energy relative to the best compared isomer or geometry (same formula, charge and spin) ... 41.0 kcal/mol
Charge ... 0
Structure (SMILES) ... O=PCl
HOMO energy ... -10.5 eV
E_tot ... -876.75764 Eh

=====

Computed, not measured: 2 unconnected molecules or ions with the total composition C5H7O3 at a distorted geometry, with wB97M-V/def2-TZVPD.

CARTESIAN COORDINATES (ANGSTROEM)
C: 1.516 2.172 0.147
C: 3.979 -0.369 -0.062
C: 0.114 0.183 -0.001
C: -0.431 -0.198 -1.334
C: -0.103 -0.616 1.233
O: 5.111 -0.288 -0.085
O: 2.829 -0.430 -0.034
O: 0.719 1.272 0.100
H: 1.191 3.191 0.375
H: -0.974 0.639 -1.775
H: -1.095 -1.054 -1.255
H: 0.386 -0.460 -2.010
H: 0.840 -0.778 1.758
H: -0.543 -1.578 0.993
H: -0.776 -0.093 1.917

Orbital gap (spin up / spin down) ... 8.87 / 8.87 eV
Energy relative to the best compared isomer or geometry (same formula, charge and spin) ... 35.5 kcal/mol
Charge ... +1
HOMO energy (spin up / spin down) ... -14.1 / -14.1 eV
E_tot ... -420.03474 Eh